No. 1
56
Properties=species:S:1:pos:R:3:forces:R:3:nbo_charge:R:1 method="wB97M-V/def2-TZVPD" homo_lumo_gap_ev=8.70 smiles="C=CCn1c(SCC(=O)NC2CCCCC2)nnc1[C@H](C)NC(=O)c1cccs1" e_above_lowest_ev=0.797 e_homo_ev=-8.5 charge=0
C 0.0278 1.8224 -0.8966 -0.02 0.00 -0.08 -0.3599
C -0.9017 2.3866 -0.1514 -0.19 0.01 0.10 -0.2149
C -1.8191 1.6693 0.8021 -0.01 0.44 -0.14 -0.2498
N -1.5476 0.2634 0.9173 -0.01 -0.73 -0.13 -0.3962
C -2.0318 -0.7030 0.0819 -0.03 -0.14 0.13 0.1855
N -1.5677 -1.8777 0.4250 -0.69 0.11 -0.56 -0.3718
N -0.7544 -1.6980 1.4794 0.74 0.12 0.96 -0.2899
C -0.7288 -0.4314 1.7720 0.09 -0.19 -0.06 0.3897
C 0.0697 0.1359 2.9021 0.07 -0.16 0.10 -0.1067
N 0.6775 1.4016 2.5458 -0.19 -0.03 0.29 -0.6221
C 1.7222 1.4713 1.6820 0.04 0.03 0.04 0.6620
O 2.2264 0.4882 1.1777 0.01 -0.17 -0.03 -0.6060
C 2.1979 2.8317 1.3885 0.22 0.70 -0.07 -0.3074
C 3.2655 3.1453 0.5945 -0.33 -0.35 0.28 -0.1936
C 3.4726 4.5326 0.4677 -0.04 0.24 0.02 -0.2558
C 2.5597 5.2621 1.1609 -0.24 -0.09 0.18 -0.3866
S 1.4292 4.2706 1.9854 0.45 -0.20 -0.33 0.4130
H 2.4768 6.3277 1.2431 0.03 0.23 -0.02 0.2405
H 4.2639 4.9699 -0.1137 0.12 0.10 -0.09 0.2315
H 3.8700 2.3899 0.1269 0.08 -0.19 -0.07 0.2470
H 0.3213 2.2410 2.9736 0.06 -0.09 0.02 0.3968
C -0.7866 0.2930 4.1553 0.21 0.00 -0.09 -0.6053
H -1.2030 -0.6712 4.4326 -0.05 -0.04 0.00 0.2385
H -0.1788 0.6612 4.9783 0.03 0.05 0.10 0.2199
H -1.6071 0.9880 3.9837 -0.12 0.07 0.01 0.1992
H 0.8717 -0.5912 3.0846 -0.20 0.12 -0.04 0.2517
S -3.1215 -0.3525 -1.2202 -0.22 0.13 -0.32 0.2854
C -3.3383 -2.0237 -1.9112 0.15 0.20 0.06 -0.6003
H -3.4346 -2.7122 -1.0738 -0.07 -0.05 -0.04 0.2510
H -4.2600 -1.9735 -2.4894 0.10 -0.03 0.03 0.2557
C -2.1775 -2.3936 -2.8392 -0.37 -0.04 0.37 0.6633
O -2.2748 -2.2911 -4.0451 -0.11 0.13 -0.42 -0.6331
N -1.0987 -2.8393 -2.1858 0.46 -0.26 0.26 -0.6516
H -1.0986 -2.8225 -1.1690 -0.24 0.04 -0.14 0.4382
C 0.1423 -3.1755 -2.8535 0.14 -0.04 -0.52 -0.0560
C 0.7033 -4.4864 -2.2981 -0.17 0.07 0.10 -0.4008
C 1.2217 -4.3279 -0.8699 0.26 -0.09 -0.22 -0.4047
C 2.2734 -3.2258 -0.8029 -0.23 0.10 0.22 -0.3956
C 1.6771 -1.9082 -1.2830 0.26 -0.04 -0.23 -0.4097
C 1.1670 -2.0415 -2.7148 -0.19 -0.01 0.10 -0.4035
H 0.7079 -1.1074 -3.0477 0.00 0.00 -0.09 0.2105
H 2.0072 -2.2555 -3.3789 0.06 0.02 -0.07 0.1995
H 0.8631 -1.6333 -0.6125 -0.07 0.11 0.08 0.1989
H 2.4246 -1.1154 -1.2237 -0.05 0.07 0.05 0.2173
H 2.6285 -3.1108 0.2219 0.10 -0.03 0.02 0.2131
H 3.1268 -3.4928 -1.4316 0.09 -0.03 -0.01 0.1876
H 0.4018 -4.0793 -0.1935 -0.07 -0.04 0.12 0.2018
H 1.6498 -5.2755 -0.5357 -0.09 -0.02 0.08 0.2074
H -0.0733 -5.2533 -2.3345 0.01 -0.02 -0.09 0.2114
H 1.5231 -4.8076 -2.9442 0.04 -0.04 -0.04 0.2014
H -0.1136 -3.2978 -3.9127 0.07 -0.01 0.20 0.2318
H -1.7571 2.1296 1.7927 -0.14 -0.07 -0.12 0.2144
H -2.8509 1.7781 0.4437 0.08 0.03 0.21 0.2316
H -1.0800 3.4525 -0.1924 0.05 0.16 -0.08 0.2093
H 0.6414 2.4039 -1.5617 0.08 0.20 -0.12 0.2104
H 0.2337 0.7656 -0.8762 -0.01 -0.29 0.08 0.2059

***

No. 2
55
Properties=species:S:1:pos:R:3:forces:R:3:nbo_charge:R:1 method="wB97M-V/def2-TZVPD" homo_lumo_gap_ev="2.22 / 7.18" s2=2.01 e_above_lowest_ev=0.000 spin_multiplicity=3 e_homo_ev="0.6 / -4.4" charge=-1
Au -0.4936 0.3074 0.2565 2.13 0.16 -4.48 1.2513
Cl 0.5592 0.2777 -1.8709 0.42 0.06 -1.35 -0.7518
N -1.6623 -1.3026 -0.2133 -1.57 -1.41 -0.44 -0.5631
N 0.5768 1.9885 0.7280 0.36 2.07 0.28 -0.5775
C -1.5957 -2.4689 0.3091 0.29 0.28 0.05 0.6242
C 1.6921 2.0543 1.3523 0.36 -0.67 0.10 0.5954
C -2.8928 -1.2241 -1.0504 0.32 -0.28 0.42 0.0705
C -3.6596 -2.4513 -0.5388 0.36 -0.27 0.12 -0.0796
C -2.4992 -1.3724 -2.5121 0.03 -0.03 -0.18 -0.6163
C -3.6295 0.0750 -0.7997 -0.14 0.07 -0.09 -0.6105
H -1.6474 -2.0425 -2.6184 0.02 -0.01 0.01 0.2305
H -2.2152 -0.4095 -2.9249 0.16 0.06 -0.07 0.2384
H -3.3335 -1.7800 -3.0830 -0.13 0.08 -0.10 0.1889
H -4.0919 0.0820 0.1833 0.00 0.06 0.15 0.2154
H -4.3933 0.2273 -1.5620 -0.16 -0.03 -0.04 0.1983
H -2.9348 0.9120 -0.8530 0.07 -0.01 -0.04 0.2341
C 0.1186 3.3766 0.4244 0.41 -0.49 0.17 0.0765
C 1.4085 4.1680 0.6844 0.24 -0.29 0.21 -0.0891
C -0.9778 3.7573 1.4083 -0.01 0.03 0.05 -0.6268
C -0.3570 3.5062 -1.0067 -0.05 0.10 -0.07 -0.6188
H 0.3758 3.1157 -1.7056 0.10 -0.07 -0.04 0.2459
H -0.5593 4.5527 -1.2345 -0.03 0.15 -0.01 0.1931
H -1.2767 2.9449 -1.1537 -0.08 -0.10 0.00 0.2216
H -0.6425 3.6399 2.4366 0.09 -0.01 0.08 0.2158
H -1.8482 3.1223 1.2783 -0.09 -0.16 -0.04 0.2344
H -1.2683 4.7957 1.2494 -0.07 0.16 -0.03 0.1902
O 2.2329 3.2814 1.4895 -0.22 0.56 -0.17 -0.4990
H 1.2513 5.0839 1.2452 -0.01 0.09 0.06 0.1856
H 1.9568 4.3828 -0.2325 0.01 0.00 -0.12 0.1802
O -2.6392 -3.2892 0.0770 -0.45 0.09 -0.21 -0.4982
H -4.1363 -3.0276 -1.3254 -0.04 -0.08 -0.06 0.1866
H -4.3851 -2.1972 0.2334 -0.03 0.03 0.05 0.1804
C -0.4913 -2.9923 1.1581 0.02 0.05 -0.29 -0.5009
C 2.4325 0.9281 1.9896 -0.07 0.18 -0.49 -0.5036
C 2.2401 -0.3675 1.2587 0.97 0.20 -0.49 -0.0683
H 2.0573 0.8408 3.0115 -0.16 -0.16 0.51 0.1921
H 3.4793 1.2108 2.0626 0.10 0.07 -0.03 0.2269
C 1.1233 -1.1468 1.5792 0.10 -0.41 0.94 -0.4377
C 0.8063 -2.3025 0.8581 0.49 -0.65 -0.68 -0.0602
H 0.5498 -0.9072 2.4636 -0.17 0.12 0.12 0.2022
C 1.6279 -2.6968 -0.1952 -0.85 0.03 0.82 -0.0115
C 2.7515 -1.9260 -0.4761 0.76 -0.15 -0.43 -0.2965
C 1.2826 -3.8662 -1.0631 -0.09 -0.08 -0.06 -0.6264
C 3.0644 -0.7538 0.2049 -0.52 0.26 0.66 0.0051
H 3.3778 -2.2168 -1.3098 0.06 -0.01 -0.12 0.1824
C 4.2018 0.1004 -0.2574 0.10 0.13 -0.05 -0.6304
H 4.7851 -0.4059 -1.0217 0.06 -0.12 -0.09 0.2045
H 4.8802 0.3692 0.5529 0.06 0.02 0.10 0.1965
H 3.8294 1.0279 -0.6939 -0.04 0.09 -0.05 0.2183
H 1.0517 -4.7604 -0.4832 -0.02 -0.10 0.07 0.1956
H 2.1016 -4.1105 -1.7341 0.13 0.00 -0.07 0.2060
H 0.4105 -3.6469 -1.6799 -0.11 0.01 -0.12 0.2071
H -0.4373 -4.0698 1.0182 -0.04 -0.11 -0.05 0.2291
H -0.7807 -2.8222 2.1969 -0.01 0.06 0.32 0.2264
F -1.3765 0.4282 1.8890 -3.07 0.45 5.24 -0.7832

***

No. 3
58
Properties=species:S:1:pos:R:3:forces:R:3:mulliken_charge:R:1 method="wB97M-V/def2-TZVPD" homo_lumo_gap_ev="3.13 / 3.13" e_above_lowest_ev=6.964 e_homo_ev="-1.8 / -1.8" charge=-1
O 1.3532 -1.1116 -5.3101 0.42 -0.24 -3.87 -0.3247
C 1.6031 0.2104 -5.9935 -0.20 0.09 0.46 -0.2135
C 1.8223 -0.3623 -7.4105 -0.02 0.18 1.09 -0.9149
H 2.4842 0.6467 -5.4801 -0.48 0.05 -0.62 0.4242
H 0.7397 0.9005 -5.9604 0.29 -0.46 0.46 0.0105
C 1.4553 -1.7531 -6.8020 0.25 0.57 -1.09 1.2736
H 2.8878 -0.2276 -7.6859 -0.73 -0.43 -0.13 0.2800
H 1.1538 -0.0277 -8.2354 0.44 -0.06 0.81 0.3204
C 2.5710 -2.7474 -7.1741 0.02 0.14 0.59 -1.5529
H 3.5327 -2.2603 -7.3793 -0.12 -0.12 0.83 0.3722
H 2.3461 -3.1757 -8.1459 -0.51 0.00 -0.16 0.4085
H 2.6428 -3.5926 -6.4984 0.25 -0.02 0.26 0.3599
C 0.0937 -2.2978 -7.2672 0.11 -0.15 0.64 -1.5589
H -0.6900 -1.5363 -7.2701 0.13 -0.05 0.13 0.3631
H -0.1894 -3.1005 -6.5866 -0.21 0.04 0.17 0.3788
H 0.1137 -2.7881 -8.2600 0.39 0.59 0.38 0.3996
Ba 1.0500 -0.9493 -2.6162 -0.57 0.15 2.86 1.2742
C -1.8424 -0.7318 0.7716 -1.11 1.09 -0.24 -0.6889
C -1.6057 0.6568 1.0094 -2.64 0.43 -1.33 -0.6888
C -2.0322 1.3764 -0.1404 -0.31 -0.01 1.64 -0.2040
H -1.3607 1.1741 1.9221 0.21 -0.38 -0.01 0.8036
C -2.6614 0.4681 -0.9947 0.43 -0.04 -1.49 -0.5276
C -2.4803 -0.8408 -0.4707 -0.10 -0.75 0.08 -0.9564
H -2.8558 -1.7832 -0.8899 0.05 0.44 0.06 0.3712
H -1.5678 -1.5467 1.4165 0.03 -0.08 0.07 0.5073
H -1.9465 2.4620 -0.2188 -0.28 -0.32 -0.18 0.3695
H -3.2654 0.7386 -1.8516 0.06 -0.09 -0.24 0.4426
C 1.6029 -2.1883 1.1087 0.98 -1.28 -0.16 -0.2649
C 0.9221 -3.0651 0.2516 -0.16 0.03 0.40 -0.1209
C 1.7250 -3.2893 -0.8839 -0.29 0.00 -0.82 -1.4212
H -0.0467 -3.4915 0.4809 0.08 -0.11 -0.19 0.3434
C 2.8958 -2.5094 -0.7367 0.38 0.33 -0.84 -1.1058
C 2.8021 -1.8095 0.4696 0.22 -0.75 0.29 -0.1765
H 3.5426 -1.1294 0.8517 0.02 -0.40 -0.04 0.5185
H 1.3614 -2.0101 2.1484 -0.12 0.23 -0.44 0.4230
H 1.5270 -3.9657 -1.7003 -0.08 -0.40 -0.13 0.7229
H 3.7786 -2.5026 -1.3735 -0.07 -0.15 -0.06 0.4640
O -1.2149 4.4353 -5.8960 -0.94 -0.22 2.81 -0.4655
C -1.3288 3.1926 -5.1034 0.72 -0.68 -0.90 -0.2372
C -2.2277 3.3664 -3.8195 0.75 0.30 -0.78 0.1753
H -0.2759 2.9652 -4.7946 -0.73 0.01 0.03 0.0554
H -1.6329 2.3594 -5.8277 0.14 1.20 1.01 0.2090
C -2.2586 4.9181 -3.6170 -0.02 -0.19 -1.13 -0.5632
H -1.7164 2.8580 -2.9739 -0.51 0.24 -0.48 -0.2257
H -3.2417 2.9353 -3.9226 0.63 0.25 -0.11 0.3345
C -1.4064 5.4993 -4.9077 -0.43 0.87 0.48 -0.3868
H -1.7850 5.1565 -2.6626 0.34 0.20 -0.35 0.2759
H -3.3154 5.2443 -3.4676 0.80 0.07 -0.76 0.2661
H -0.4681 5.9631 -4.4790 -0.34 -1.18 -0.52 0.2213
H -1.7924 6.3725 -5.5063 -0.40 -0.97 0.81 0.2864
F 0.5753 2.1965 3.1144 0.54 0.22 -0.91 -0.2229
C 0.9701 2.4085 1.8382 -1.64 0.23 -1.13 0.3885
F -0.0611 3.0550 1.1846 1.26 0.06 0.96 -0.1925
F 2.0388 3.2175 1.8374 -0.44 -0.20 0.12 -0.2277
S 1.2949 0.7872 0.9373 -0.92 -3.31 1.09 1.1075
O 2.6761 0.5860 1.3492 -0.43 1.56 -0.24 -0.7430
O 0.3391 -0.1911 1.5115 4.12 3.03 -0.03 -0.5926
O 1.0721 0.9320 -0.5355 0.74 0.47 0.84 -0.5739

***

No. 4
58
Properties=species:S:1:pos:R:3:forces:R:3:nbo_charge:R:1 method="wB97M-V/def2-TZVPD" homo_lumo_gap_ev=6.68 smiles="NP(O)c1cc2c(cc1CC(=O)Cl)C(=O)C=C(CCF)C2=O.CC(C)O.CC(C)O" e_homo_ev=-9.1 charge=0
N 1.6503 -0.8208 4.1488 0.54 -1.59 -2.32 -1.1114
P 0.2440 -1.5245 3.2346 -0.57 0.44 0.17 1.2329
O 0.0628 -3.1326 3.8780 2.49 2.22 0.59 -0.9585
C 0.8804 -1.5470 1.4087 2.12 -0.67 -4.05 -0.3790
C 1.2560 -2.9254 0.5739 0.62 3.29 -1.73 -0.1588
C 1.8456 -2.8552 -0.9866 -0.76 3.28 1.53 -0.1007
C 2.0244 -1.3579 -1.6402 -0.81 -0.36 2.21 -0.0881
C 1.6204 0.0444 -0.8282 -0.31 -3.83 1.64 -0.1753
C 1.0403 -0.0375 0.7063 1.17 -2.62 -2.63 -0.0136
C 0.6286 1.3618 1.5190 -0.01 -0.23 -0.65 -0.5556
C 0.3070 2.5493 0.4119 -6.30 -1.24 -4.30 0.5337
O -0.7718 2.4350 -0.4073 7.74 0.88 5.83 -0.5068
Cl 1.3815 4.0838 0.2253 -1.29 -2.30 0.52 -0.0510
C 2.6489 -1.2390 -3.1693 1.31 3.65 -2.12 0.4981
O 3.0623 -0.0763 -3.7056 -2.63 -6.85 3.49 -0.5270
C 2.7480 -2.5870 -4.0996 -0.75 -2.54 2.84 -0.2620
C 2.5593 -3.9521 -3.5002 0.62 3.12 -1.79 -0.0195
C 2.6316 -5.2332 -4.5475 -1.58 -0.51 1.15 -0.4941
C 1.7859 -4.8849 -5.9215 -0.09 0.57 -0.10 0.0312
F 0.9488 -6.0431 -6.4067 2.28 2.43 1.16 -0.3894
C 2.2822 -4.1745 -1.8675 0.73 -3.80 2.29 0.5057
O 2.4469 -5.3768 -1.2706 -1.15 7.53 -3.95 -0.5164
H 1.9687 0.0082 3.5619 -0.54 -1.21 1.03 0.3812
H 2.4139 -1.5404 3.9718 -0.67 1.22 0.45 0.3661
H 0.6435 -3.1293 4.7166 -1.24 -0.27 -1.73 0.4980
H 1.0995 -3.9681 1.1007 0.38 2.40 -1.25 0.2722
H 1.7819 1.0436 -1.4305 -0.43 -2.20 1.47 0.2765
H -0.3765 1.1560 2.1293 2.15 0.55 -1.40 0.2983
H 1.4749 1.7252 2.2461 -1.62 -0.73 -1.53 0.2518
H 2.9712 -2.4257 -5.2546 -0.46 -0.33 2.84 0.2610
H 2.0426 -6.1164 -4.0191 1.33 1.79 -1.06 0.2646
H 3.7244 -5.6191 -4.7481 -2.22 1.06 0.35 0.2529
H 2.5684 -4.5548 -6.7313 -1.81 -1.06 1.16 0.1837
H 1.0171 -3.9896 -5.7825 1.65 -2.14 -0.07 0.1969
C -2.7725 -2.5210 0.4770 0.03 -0.27 0.19 -0.6316
C -3.7781 -1.3828 0.5468 0.48 0.04 -0.48 0.0947
C -4.2698 -0.9921 -0.8378 -0.33 0.11 -0.10 -0.6301
O -3.1705 -0.2533 1.1683 0.11 0.20 0.21 -0.7225
H -1.8901 -2.2293 -0.1036 -0.13 0.03 -0.08 0.2005
H -2.4180 -2.7833 1.4796 -0.12 0.01 -0.08 0.2143
H -3.2145 -3.4107 0.0177 0.09 0.06 0.03 0.2112
H -4.6289 -1.6811 1.1690 0.17 0.21 0.06 0.1761
H -3.4405 -0.6462 -1.4651 0.02 -0.14 0.08 0.2013
H -4.9835 -0.1636 -0.7731 0.06 -0.17 0.04 0.2190
H -4.7567 -1.8359 -1.3365 0.06 0.10 0.01 0.2083
H -2.4139 0.0185 0.6227 -0.34 -0.10 0.10 0.4615
C -0.3585 7.3262 3.6316 0.10 0.31 0.21 -0.6287
C -1.1420 7.3571 2.3290 0.25 -0.63 0.17 0.0932
C -2.1280 6.2027 2.2479 -0.36 0.03 -0.15 -0.6280
O -0.2362 7.2825 1.2312 0.14 0.07 -0.17 -0.7185
H 0.2251 6.4026 3.7162 -0.16 -0.03 -0.03 0.1942
H 0.3559 8.1556 3.6708 -0.16 -0.07 -0.01 0.2181
H -1.0263 7.3979 4.4958 0.10 -0.03 -0.05 0.2094
H -1.6803 8.3075 2.2458 0.19 -0.09 -0.17 0.1769
H -1.6072 5.2392 2.2834 0.03 0.09 0.12 0.1931
H -2.6760 6.2306 1.2998 0.06 0.05 0.16 0.2221
H -2.8489 6.2407 3.0705 0.07 -0.06 -0.08 0.2094
H 0.2463 6.4417 1.2970 -0.27 0.34 -0.01 0.4584